(1)
{"formula": "C6H16NS", "method": "the ωB97M-V functional and the def2-TZVPD basis", "species": ["C", "C", "C", "C", "C", "C", "N", "S", "H", "H", "H", "H", "H", "H", "H", "H", "H", "H", "H", "H", "H", "H", "H", "H"], "xyz": [[-2.45, 1.04, 0.02], [1.33, 0.71, 1.51], [0.18, -1.91, 0.17], [-1.56, -0.25, 0.21], [0.87, 0.79, 0.10], [-0.24, -0.57, -0.45], [2.00, 0.68, -0.94], [-0.49, -0.40, -2.19], [-2.68, 1.55, 1.01], [-1.97, 1.72, -0.73], [-3.44, 0.77, -0.41], [0.69, -0.16, 1.96], [1.17, 1.62, 2.10], [2.38, 0.40, 1.60], [-0.75, -2.63, 0.32], [0.91, -2.46, -0.58], [0.67, -1.93, 1.06], [-2.34, -0.95, -0.07], [-1.31, -0.42, 1.39], [0.25, 1.64, -0.33], [2.65, 1.34, -0.58], [1.42, 0.93, -1.77], [2.13, -0.35, -0.84], [0.57, -1.16, -2.54]], "lowdin_charge": [-0.09, -0.04, -0.09, -0.32, -0.27, -0.79, 0.17, 0.90, 0.10, 0.06, 0.08, 0.11, 0.10, 0.10, 0.15, 0.11, 0.03, 0.09, 0.16, 0.14, 0.15, 0.10, 0.15, -0.09], "lumo_ev": -3.3, "smiles": "CC[C@@](C)(S)[C@@H](C)[NH3+]", "de_lowest_kj_mol": 253.2, "total_charge": 1}



(2)
{"formula": "C6H16NS", "method": "the ωB97M-V functional and the def2-TZVPD basis", "species": ["C", "C", "C", "N", "H", "H", "H", "H", "H", "H", "H", "H", "C", "C", "C", "S", "H", "H", "H", "H", "H", "H", "H", "H"], "xyz": [[-1.40, 0.00, 2.91], [-1.35, -0.63, 1.55], [-1.36, -1.90, 1.09], [-1.23, 0.46, 0.55], [-1.56, -0.75, 3.68], [-0.43, 0.47, 3.14], [-2.22, 0.72, 2.91], [-1.42, -2.02, 0.01], [-1.34, -2.80, 1.69], [-1.99, 1.11, 0.62], [-1.20, 0.18, -0.41], [-0.37, 0.99, 0.67], [0.94, -0.51, -2.94], [1.11, 0.76, -2.05], [1.79, 0.48, -0.72], [1.66, 1.91, 0.43], [0.37, -0.30, -3.87], [0.27, -1.17, -2.38], [1.86, -0.98, -3.14], [1.64, 1.62, -2.48], [0.09, 1.18, -1.83], [2.86, 0.21, -0.79], [1.26, -0.29, -0.19], [2.02, 1.26, 1.57]], "lowdin_charge": [-0.02, -0.32, 0.13, 0.20, 0.10, 0.10, 0.09, 0.07, 0.09, 0.16, 0.13, 0.01, -0.07, -0.32, -0.55, 0.75, 0.09, 0.06, 0.07, 0.11, 0.09, 0.09, 0.04, -0.10], "lumo_ev": -3.1, "de_lowest_kj_mol": 99.8, "total_charge": 1}



(3)
{"formula": "C6H16O", "method": "the ωB97M-V functional and the def2-TZVPD basis", "species": ["C", "C", "C", "C", "C", "C", "H", "H", "H", "H", "H", "H", "H", "H", "H", "H", "H", "H", "H", "H", "H", "H", "O"], "xyz": [[0.30, -2.31, -0.05], [-0.08, -0.86, -0.35], [0.37, 0.07, 0.77], [1.92, 0.22, 0.84], [-0.44, 1.40, 0.76], [0.15, 2.46, -0.17], [1.35, -2.43, -0.35], [0.22, -2.52, 1.02], [-0.16, -3.07, -0.68], [-1.14, -0.66, -0.46], [0.30, -0.59, -1.34], [0.18, -0.41, 1.72], [2.22, 1.20, 0.51], [2.40, -0.47, 0.15], [2.30, 0.06, 1.84], [-1.43, 1.08, 0.45], [-0.50, 1.81, 1.77], [0.72, 2.01, -0.99], [-0.62, 2.99, -0.74], [0.84, 3.14, 0.30], [-3.50, -0.92, -1.13], [-2.41, -1.48, -1.94], [-3.00, -0.72, -1.93]], "lowdin_charge": [-0.10, -0.25, -0.39, -0.06, -0.21, -0.11, 0.07, 0.07, 0.06, 0.06, 0.12, 0.11, 0.05, 0.07, 0.07, 0.09, 0.11, 0.07, 0.07, 0.07, 0.04, 0.03, -0.06], "lumo_ev": 0.8, "smiles": "CCC(C)CC.O", "de_lowest_kj_mol": 61.0}



| no. | orbital gap (eV) |
| --- | --- |
| 1 | 10.224 |
| 2 | 10.162 |
| 3 | 11.587 |